93
Properties=species:S:1:pos:R:3:forces:R:3 method="wB97M-V/def2-TZVPD" homo_ev="-0.8 / -1.1" spin_multiplicity=4 e_lumo_ev="3.63 / 2.96" e_above_lowest_kcal_mol=0.00 homo_lumo_gap_ev="4.5 / 4.0" charge=-2 s_squared=4.014 max_force_ha_per_bohr=0.0073
Co 1.2667 1.0914 -1.2277 -0.12 0.04 -0.13
C -4.2678 1.8024 -0.9447 0.03 0.03 0.00
C -4.2978 3.3020 -0.8189 -0.02 0.03 0.06
C -5.4589 3.9895 -1.1675 0.00 -0.04 -0.02
C -5.6153 5.3502 -0.9575 0.05 -0.01 0.02
C -4.5796 6.0659 -0.3763 -0.02 0.02 -0.01
C -3.3998 5.4197 -0.0554 0.00 0.01 -0.05
C -3.2357 4.0515 -0.2787 0.04 0.07 0.00
N -2.0175 3.4728 0.1116 -0.03 -0.31 0.12
C -1.1643 2.6950 -0.6770 0.19 0.19 -0.17
N -1.4691 2.7123 -1.9957 0.06 -0.10 -0.02
C -0.7865 2.1175 -3.1061 -0.24 0.17 0.23
C 0.4166 1.4347 -2.9317 -0.04 -0.06 -0.16
C 0.9608 0.9264 -4.1288 0.08 -0.02 0.15
C 0.3566 1.0737 -5.3654 -0.06 0.03 0.00
C -0.8454 1.7664 -5.4730 0.05 -0.01 0.02
C -1.4342 2.3041 -4.3407 0.05 -0.05 0.01
C -2.7308 3.0661 -4.4521 -0.03 0.02 -0.03
N -0.1334 2.0998 -0.1829 -0.26 -0.10 0.19
C 0.1514 2.2413 1.2128 0.00 0.05 -0.19
C 1.3230 2.9310 1.5302 -0.01 0.12 0.05
C 1.6946 3.1337 2.8467 -0.11 -0.04 0.02
C 0.9033 2.6190 3.8702 0.04 0.04 -0.10
C -0.2379 1.9015 3.5531 0.04 -0.02 -0.03
C -0.6364 1.6933 2.2307 0.03 -0.06 0.05
C -1.8536 0.8547 1.9536 -0.05 0.04 -0.07
H -5.2521 1.4386 -1.2395 0.01 -0.01 0.01
H -4.0056 1.3460 0.0088 0.06 -0.02 0.07
H -3.5370 1.4431 -1.6680 0.03 0.02 -0.04
H -6.2764 3.4175 -1.5913 -0.02 0.01 0.00
H -6.5398 5.8404 -1.2319 -0.02 0.01 -0.01
H -4.6778 7.1277 -0.1905 -0.01 0.01 0.00
H -2.5698 5.9724 0.3673 0.01 0.01 0.00
H -1.5743 3.8370 0.9420 -0.03 -0.02 0.02
H -2.2166 3.3410 -2.2340 0.03 -0.01 -0.02
H 1.9088 0.4070 -4.0551 0.00 -0.02 -0.04
H 0.8194 0.6544 -6.2516 0.02 0.00 -0.03
H -1.3293 1.8977 -6.4352 0.00 -0.01 -0.03
H -3.0501 3.1128 -5.4938 0.00 -0.01 0.00
H -2.6422 4.1002 -4.0987 0.02 0.02 -0.01
H -3.5432 2.6036 -3.8823 0.01 -0.03 0.02
H 1.9437 3.2777 0.7126 0.02 -0.04 0.01
H 2.6080 3.6601 3.0874 0.04 0.00 -0.01
H 1.2038 2.7557 4.9010 0.00 0.00 0.03
H -0.8321 1.4581 4.3453 -0.01 -0.01 0.03
H -1.9498 0.0728 2.7104 -0.03 0.05 0.01
H -1.7824 0.3724 0.9771 -0.02 0.02 -0.03
H -2.7685 1.4515 1.9804 -0.04 0.05 -0.02
C 1.6044 -5.5182 -0.9633 -0.02 0.01 0.01
C 2.3014 -5.0984 -2.2606 0.01 0.01 0.04
C 1.9194 -3.7062 -2.7678 -0.03 0.06 -0.03
C 2.5650 -2.5281 -2.0519 0.02 0.00 0.16
N 2.3005 -2.5081 -0.6175 0.02 -0.02 -0.19
C 1.1514 -2.0836 -0.0535 0.07 0.03 0.05
Se -0.3130 -1.4372 -0.9737 -0.04 -0.06 0.08
N 1.2996 -2.1888 1.2927 -0.09 0.06 0.08
C 0.3517 -1.7373 2.3003 0.04 -0.03 -0.12
C -0.2338 -2.8940 3.1082 -0.03 0.06 -0.02
C -1.0542 -3.8819 2.2818 -0.02 0.02 0.02
C -2.3924 -3.3078 1.8268 0.00 -0.01 0.01
C 2.5782 -2.6418 1.5852 -0.07 -0.03 0.06
C 3.2047 -2.9025 2.7963 0.05 0.02 -0.18
C 4.5242 -3.3176 2.7359 0.05 -0.02 -0.04
C 5.1819 -3.4754 1.5106 -0.04 0.00 0.05
C 4.5417 -3.2400 0.3051 -0.03 -0.01 0.05
C 3.2209 -2.8226 0.3675 0.02 -0.01 -0.08
H 1.6275 -6.6029 -0.8380 0.02 -0.02 0.00
H 0.5582 -5.2025 -0.9716 -0.02 -0.01 -0.02
H 2.0706 -5.0808 -0.0814 0.00 0.03 0.01
H 2.0449 -5.8241 -3.0380 0.00 0.00 -0.03
H 3.3877 -5.1582 -2.1317 0.02 -0.03 -0.01
H 0.8332 -3.5887 -2.7275 0.00 0.00 -0.01
H 2.2073 -3.6113 -3.8194 -0.02 -0.02 -0.01
H 2.2347 -1.5637 -2.4411 -0.03 -0.06 -0.04
H 3.6492 -2.5434 -2.1614 -0.01 0.02 -0.01
H -0.4234 -1.1895 1.7658 0.09 -0.10 0.01
H 0.8802 -1.0370 2.9515 -0.04 -0.01 0.03
H -0.8685 -2.4613 3.8895 0.02 0.01 0.02
H 0.5739 -3.4163 3.6246 0.01 -0.03 -0.02
H -1.2266 -4.7842 2.8766 0.01 0.01 0.01
H -0.4713 -4.1918 1.4094 0.00 -0.01 -0.02
H -2.9585 -2.9252 2.6814 -0.01 0.00 0.01
H -3.0039 -4.0664 1.3345 0.01 -0.02 -0.02
H -2.2461 -2.4957 1.1148 0.01 0.04 -0.02
H 2.6983 -2.7483 3.7365 0.06 0.07 0.06
H 5.0697 -3.4817 3.6542 0.01 0.04 0.02
H 6.2260 -3.7583 1.5074 0.02 -0.02 0.01
H 5.0600 -3.3424 -0.6374 0.01 0.01 -0.02
Se 5.0130 3.3138 4.8405 0.01 0.11 -0.02
Sb 4.7942 1.0685 3.9453 -0.06 0.17 0.03
Se 3.4545 0.7587 -1.2100 0.18 0.01 0.06
Se 6.4635 -0.5113 4.6859 0.01 -0.21 0.09
Se 2.7543 0.0295 5.1281 0.04 -0.10 0.04